[1]
ORCA calculation (the ωB97M-V functional and the def2-TZVPD basis) on a structure of composition C74H187BF6N18O29PbS2 at a distorted geometry.

Structure (XYZ):
```
318
Properties=species:S:1:pos:R:3:lowdin_charge:R:1
Pb -1.6603 -1.7463 -2.3148 1.6139
O 3.3283 -1.0532 -6.0975 0.0768
C 2.7133 -0.9387 -7.1837 -0.2877
O 3.2438 -0.8833 -8.4238 0.2131
B 2.2825 -0.4591 -9.4708 -0.8392
O 0.9860 -0.3423 -8.7129 0.2466
C 1.1991 -0.6885 -7.4685 -0.3454
O 0.3527 -0.9080 -6.6000 0.0622
O 2.3919 -1.3337 -10.6035 0.2536
C 2.8912 -0.6936 -11.6227 -0.3396
O 3.2992 -1.2788 -12.6721 0.0913
C 3.0849 0.7799 -11.2905 -0.3350
O 2.7468 0.8879 -9.9657 0.1837
O 3.2856 1.6510 -12.1186 0.1439
C -1.1332 1.2096 1.5721 -0.6427
F -0.2160 1.8090 0.8795 0.1634
F -0.7281 1.2683 2.8459 0.1242
F -2.2718 1.9558 1.5156 0.1123
S -1.4438 -0.6088 1.1019 0.7154
O -1.1692 -1.3373 2.3878 -0.3000
O -2.7952 -0.7348 0.5993 -0.3367
N -0.4371 -0.9415 -0.2779 -0.4236
S 0.9014 -1.1863 0.4087 0.5442
O 1.3077 -0.2627 1.4332 -0.2722
O 0.8861 -2.6397 0.7725 -0.3155
C 2.1328 -1.0328 -1.0532 -0.6032
F 2.1919 0.0931 -1.7092 0.1803
F 3.3315 -1.2736 -0.5372 0.1364
F 1.8821 -2.0632 -1.9507 0.0690
C 4.1595 -3.7780 2.6120 -0.0790
C 3.5982 -5.0117 3.1987 -0.4750
C 3.3022 -5.9887 2.1211 -0.2069
O 2.5424 -7.0580 2.7119 -0.1828
C 1.8440 -7.8905 1.7727 -0.0837
N 4.6704 -5.4775 4.0307 0.0680
H 4.4838 -3.0670 3.3720 0.0860
H 3.3433 -3.2938 2.0759 0.0735
H 4.9803 -4.0309 1.9410 0.0677
H 2.6226 -4.7504 3.6084 0.1258
H 4.1514 -6.2929 1.5091 0.1251
H 2.7298 -5.4099 1.3962 0.1179
H 0.9672 -7.3022 1.5022 0.0749
H 1.4240 -8.8371 2.1128 0.0895
H 2.4190 -8.1194 0.8754 0.0618
H 5.1513 -4.6667 4.3933 0.0617
H 4.4829 -6.0963 4.8066 0.0822
C -0.1969 6.6320 8.2227 -0.0457
C -0.8151 5.2590 7.8435 -0.4904
C 0.2157 4.2372 8.1486 -0.2208
O -0.2092 3.0704 7.4782 -0.2087
C 0.6302 1.9827 7.4919 -0.1173
N -2.1097 5.0111 8.3082 0.0769
H 0.3954 6.6337 9.1378 0.0714
H -0.8462 7.5073 8.2094 0.0798
H 0.6495 6.8350 7.5665 0.0689
H -0.8063 5.2526 6.7536 0.1241
H 0.3196 4.0828 9.2226 0.1338
H 1.2305 4.4517 7.8137 0.1274
H 0.4675 1.6196 8.5067 0.0930
H 1.6576 2.3090 7.3307 0.0839
H 0.4059 1.1646 6.8074 0.0864
H -2.1191 5.2209 9.2961 0.0875
H -2.1781 4.0096 8.1968 0.0746
C 6.4573 -2.8572 -4.4905 -0.0565
C 5.4554 -3.9658 -4.1107 -0.4020
C 4.9556 -3.9105 -2.6162 -0.1416
O 6.1606 -4.1129 -1.8289 -0.1796
C 6.0659 -4.1115 -0.4597 -0.1411
N 4.3213 -3.9321 -4.9876 0.0511
H 6.6837 -2.8722 -5.5566 0.0786
H 7.3925 -2.7788 -3.9360 0.0725
H 6.0487 -1.8607 -4.3230 0.0682
H 6.0605 -4.8705 -4.1694 0.1353
H 4.1676 -4.6307 -2.3959 0.0929
H 4.4063 -3.0234 -2.3009 0.1009
H 6.9961 -4.4135 0.0215 0.0990
H 5.2757 -4.7206 -0.0207 0.0619
H 5.8192 -3.1038 -0.1253 0.0732
H 4.4432 -4.3239 -5.9105 0.0841
H 4.0991 -2.9660 -5.1808 0.0375
C -7.8511 0.6856 3.1547 -0.0689
C -8.7257 1.9363 2.9063 -0.4402
C -7.8741 3.1739 3.0967 -0.1922
O -8.6795 4.3744 3.2351 -0.1934
C -8.1012 5.5194 3.8317 -0.0988
N -9.3723 1.8532 1.6564 0.0611
H -7.6022 0.6627 4.2156 0.0676
H -6.9854 0.4936 2.5207 0.0668
H -8.3403 -0.2837 3.0585 0.0668
H -9.3021 1.9876 3.8300 0.1408
H -7.2038 3.2261 2.2388 0.1045
H -7.1235 3.0177 3.8715 0.1120
H -7.6917 5.2082 4.7927 0.0845
H -8.9374 6.1983 3.9991 0.0908
H -7.3066 5.8831 3.1802 0.0725
H -10.0282 2.6050 1.4995 0.0816
H -8.7462 2.0623 0.8920 0.0022
C -3.7808 -5.3332 2.5502 -0.0429
C -4.8627 -4.2976 2.2783 -0.4270
C -4.7824 -3.1006 3.2383 -0.1368
O -5.0724 -3.6483 4.5622 -0.2151
C -5.0008 -2.8206 5.6883 -0.1170
N -4.7958 -3.8253 0.9053 0.0389
H -3.7825 -6.1688 1.8503 0.0767
H -4.0220 -5.6289 3.5712 0.0860
H -2.8644 -4.7554 2.4301 0.0718
H -5.8251 -4.7918 2.4111 0.1380
H -5.6017 -2.3968 3.0915 0.1204
H -3.8405 -2.5562 3.1712 0.1133
H -4.1291 -2.1797 5.5561 0.0863
H -4.9283 -3.3952 6.6117 0.0878
H -5.8883 -2.2139 5.8681 0.0785
H -5.4378 -3.0827 0.6678 0.0678
H -5.1286 -4.6290 0.3921 0.0818
C -2.8749 6.0804 3.3496 -0.0520
C -3.9915 5.4246 4.2131 -0.3803
C -3.6229 3.9846 4.5186 -0.2428
O -4.5138 3.3077 5.3595 -0.1955
C -4.3066 1.9798 5.7374 -0.0990
N -3.7922 5.9932 5.5232 0.0237
H -3.1518 7.0474 2.9296 0.0733
H -2.5006 5.4590 2.5360 0.0623
H -1.9794 6.3690 3.9000 0.0629
H -5.0113 5.5433 3.8471 0.1256
H -2.6219 3.8104 4.9133 0.1295
H -3.6186 3.5611 3.5142 0.1058
H -5.2329 1.6757 6.2249 0.0884
H -3.5008 1.8821 6.4648 0.0828
H -4.1442 1.3511 4.8620 0.0843
H -2.9191 5.6454 5.8931 0.0338
H -4.4813 5.6368 6.1698 0.0669
C -5.4822 4.2177 -0.2905 -0.0629
C -6.5032 4.4781 -1.3625 -0.4286
C -7.9108 4.0028 -0.8568 -0.1353
O -7.9029 2.6722 -0.3064 -0.2854
C -8.0696 1.6585 -1.2797 -0.0743
N -6.5872 5.8936 -1.6145 0.0490
H -4.4858 4.4122 -0.6872 0.0687
H -5.5076 3.2468 0.2044 0.0707
H -5.6006 4.8674 0.5767 0.0788
H -6.3043 3.9528 -2.2966 0.1194
H -8.7951 4.1975 -1.4636 0.1325
H -7.9850 4.4845 0.1181 0.1196
H -7.0521 1.5341 -1.6504 0.0706
H -8.7474 1.9467 -2.0832 0.0972
H -8.3923 0.7812 -0.7191 0.0933
H -5.7384 6.2901 -1.9920 0.0346
H -6.9962 6.3815 -0.8305 0.0784
C -1.8651 -6.1397 -0.6970 -0.0202
C -1.3359 -4.7838 -1.1460 -0.4262
C -0.4963 -4.8631 -2.3977 -0.1943
O 0.0523 -3.6070 -2.8135 -0.3414
C 1.0850 -3.8040 -3.8368 -0.0584
N -2.4752 -3.9128 -1.2697 -0.0205
H -1.9985 -6.0868 0.3835 0.0722
H -1.1781 -6.9383 -0.9770 0.0835
H -2.7277 -6.4352 -1.2942 0.0897
H -0.6035 -4.3909 -0.4409 0.1383
H -0.9866 -5.3433 -3.2445 0.1318
H 0.3347 -5.5577 -2.2745 0.1312
H 0.7916 -4.5992 -4.5222 0.0938
H 1.9888 -4.2141 -3.3862 0.0575
H 1.4538 -2.8895 -4.3012 0.0782
H -3.1414 -4.4357 -1.8200 0.0903
H -2.9633 -4.0198 -0.3920 0.0503
C 2.3789 1.0685 4.0107 -0.0507
C 2.5836 2.3050 3.1060 -0.4064
C 1.8633 3.5955 3.5690 -0.1740
O 2.1875 4.6688 2.7411 -0.2211
C 1.5640 5.8450 3.0747 -0.1080
N 4.0241 2.4510 3.0101 0.0664
H 3.1082 0.2585 4.0186 0.0817
H 1.3365 0.7707 4.1241 0.0557
H 2.5389 1.4726 5.0103 0.0602
H 2.3276 2.0568 2.0760 0.1034
H 2.1996 3.6507 4.6043 0.1257
H 0.7848 3.4377 3.5776 0.1238
H 1.7917 6.6988 2.4365 0.0977
H 1.7595 5.9972 4.1361 0.0931
H 0.4816 5.7440 2.9955 0.0766
H 4.4241 1.6577 2.5297 0.0475
H 4.3017 3.2679 2.4850 0.0470
C -1.2666 5.6196 -2.4176 -0.0533
C -1.8028 6.7683 -3.2743 -0.4337
C -3.2671 7.2361 -3.0210 -0.1562
O -4.3141 6.2604 -3.0405 -0.2365
C -4.5021 5.6399 -4.3038 -0.0940
N -0.8395 7.8637 -3.1259 0.0460
H -0.2021 5.5066 -2.6232 0.0708
H -1.8825 4.7351 -2.5800 0.0483
H -1.2097 5.8898 -1.3632 0.0831
H -1.8578 6.3179 -4.2654 0.1172
H -3.5101 8.0007 -3.7588 0.1193
H -3.4333 7.7611 -2.0803 0.1334
H -4.7158 6.3849 -5.0702 0.0967
H -5.3325 4.9523 -4.4643 0.0833
H -3.6795 4.9692 -4.5516 0.0786
H 0.0921 7.5981 -3.4116 0.0712
H -1.1748 8.5128 -3.8233 0.0683
C 2.7876 3.3457 -6.7758 -0.0367
C 3.1095 4.2419 -5.5243 -0.3867
C 4.3841 3.7817 -4.7540 -0.2005
O 4.2607 2.5144 -4.1724 -0.2132
C 5.4436 1.9798 -3.5506 -0.0874
N 3.4640 5.5616 -6.0394 0.0238
H 2.1117 3.8576 -7.4609 0.0741
H 2.3938 2.3890 -6.4329 0.0451
H 3.6209 3.1546 -7.4520 0.0848
H 2.2655 4.2486 -4.8346 0.1117
H 4.6800 4.4904 -3.9804 0.1024
H 5.1741 3.5334 -5.4627 0.1323
H 6.0632 2.8070 -3.2042 0.0656
H 6.2569 1.6373 -4.1904 0.0869
H 5.2324 1.3241 -2.7058 0.0820
H 3.7820 6.2115 -5.3347 0.0635
H 2.6363 6.0113 -6.4038 0.0670
C -3.7256 -1.8254 -6.8839 -0.0026
C -3.2447 -1.6864 -5.3501 -0.3883
C -4.4279 -1.7989 -4.3365 -0.2206
O -4.0427 -1.6949 -3.0235 -0.3641
C -5.0769 -1.6357 -1.9821 -0.0327
N -2.2046 -2.6009 -4.9322 0.0132
H -4.6754 -1.2968 -6.9658 0.0745
H -3.9756 -2.8740 -7.0448 0.0735
H -2.8741 -1.4652 -7.4611 0.0800
H -2.7953 -0.6980 -5.2541 0.1069
H -4.8644 -2.7603 -4.6073 0.1299
H -5.2295 -1.1008 -4.5776 0.1347
H -4.7119 -1.9179 -0.9945 0.0592
H -5.8746 -2.3251 -2.2588 0.0952
H -5.6621 -0.7184 -1.9167 0.0822
H -2.4571 -3.5506 -5.1657 0.0929
H -1.4966 -2.6415 -5.6514 0.0807
C 9.3914 -0.6239 2.3386 -0.0526
C 8.8136 0.0664 3.5957 -0.4287
C 7.6152 0.8748 3.4864 -0.2468
O 6.4397 0.1351 3.4714 -0.1814
C 6.0586 -0.3473 2.2067 -0.1182
N 8.4901 -1.0984 4.4150 0.0297
H 10.3800 -1.0499 2.5097 0.0720
H 9.7546 0.0875 1.5968 0.0753
H 8.8011 -1.4938 2.0507 0.0692
H 9.5404 0.5954 4.2121 0.1400
H 7.6832 1.5693 2.6491 0.1305
H 7.5630 1.4650 4.4013 0.1340
H 4.9725 -0.4394 2.2132 0.0755
H 6.5068 -1.2507 1.7929 0.0735
H 6.2432 0.3649 1.4024 0.0896
H 7.8482 -1.6418 3.8558 0.0530
H 7.9284 -0.8206 5.2071 0.0733
C 2.6092 -11.4628 -1.4265 -0.0840
C 2.1280 -10.0452 -1.6020 -0.4451
C 2.6084 -9.4704 -2.9469 -0.2403
O 1.9791 -8.2472 -3.1439 -0.1984
C 2.9270 -7.2756 -3.6286 -0.0599
N 0.6869 -10.1440 -1.5930 0.0473
H 2.0578 -11.9623 -0.6299 0.0780
H 3.6471 -11.5790 -1.1146 0.0820
H 2.3643 -12.1007 -2.2758 0.0846
H 2.5329 -9.4462 -0.7862 0.1108
H 2.1964 -10.1419 -3.7001 0.1269
H 3.6877 -9.6096 -3.0082 0.1324
H 2.2893 -6.4826 -4.0193 0.0703
H 3.5274 -7.8205 -4.3572 0.0891
H 3.5885 -7.0025 -2.8065 0.0879
H 0.4577 -11.1277 -1.5958 0.0576
H 0.4063 -9.7859 -2.4947 0.0599
C 0.7682 1.7016 -4.2750 -0.0468
C -0.2795 0.9021 -3.5494 -0.4249
C -1.7111 1.5166 -3.7553 -0.1412
O -2.5329 0.8564 -2.8113 -0.3053
C -3.4541 1.6882 -2.0583 -0.0506
N -0.1691 -0.4683 -4.0086 -0.0212
H 0.5323 1.9485 -5.3102 0.0900
H 1.7314 1.1955 -4.2109 0.0861
H 0.8256 2.6178 -3.6873 0.0833
H -0.0453 0.8466 -2.4863 0.1124
H -2.1141 1.3706 -4.7574 0.1296
H -1.7016 2.5725 -3.4849 0.1093
H -3.9914 1.1151 -1.3026 0.0809
H -4.3169 2.0715 -2.6031 0.0808
H -2.9212 2.5741 -1.7128 0.0829
H 0.7945 -0.7708 -4.0072 0.0669
H -0.3208 -0.2744 -4.9882 0.0415
C 3.9709 3.3057 -0.8680 -0.0331
C 4.4625 4.4919 -0.0938 -0.4774
C 5.4587 5.2874 -0.9528 -0.2094
O 6.6885 4.6331 -1.1365 -0.1677
C 7.5410 5.3639 -2.0572 -0.1049
N 3.4415 5.3108 0.4163 0.0497
H 3.1532 2.9045 -0.2691 0.0704
H 4.8207 2.6313 -0.9731 0.0758
H 3.4783 3.5057 -1.8196 0.0805
H 4.9455 4.1835 0.8334 0.1200
H 5.6782 6.2713 -0.5381 0.1227
H 4.9424 5.4370 -1.9010 0.1077
H 7.9034 6.3023 -1.6375 0.0788
H 7.1666 5.6954 -3.0258 0.0778
H 8.4731 4.9002 -2.3801 0.0822
H 3.8770 5.7969 1.1871 0.0794
H 2.7569 4.7272 0.8756 0.0483
C -1.9611 -5.3978 5.9018 -0.0330
C -1.0321 -5.4011 4.6292 -0.4146
C -0.8000 -3.9710 4.2186 -0.1990
O 0.1104 -3.2841 5.1546 -0.2134
C 0.9566 -2.2162 4.5900 -0.0535
N 0.2793 -5.9653 4.9621 0.0555
H -2.0921 -6.4087 6.2877 0.0729
H -2.9160 -4.9310 5.6603 0.0443
H -1.4374 -4.7500 6.6049 0.0767
H -1.3960 -5.9790 3.7797 0.1174
H -1.7631 -3.4659 4.1437 0.0962
H -0.3789 -3.9200 3.2145 0.1112
H 1.2925 -1.7671 5.5247 0.0851
H 0.2204 -1.5030 4.2192 0.0587
H 1.7729 -2.4743 3.9155 0.0750
H 0.8586 -5.2107 5.3014 0.0554
H 0.6730 -6.2476 4.0758 0.0397
```

- DFT total energy: -7712.060213 a.u.
- Frontier orbital gap: 7.931 eV
- E_LUMO: -0.66 eV
- Max |F|: 6.5 eV/Å



[2]
ORCA calculation (the ωB97M-V functional and the def2-TZVPD basis) on a cluster of 2 separate species, C3H9N3 in total at a distorted geometry.

Structure (XYZ):
```
15
Properties=species:S:1:pos:R:3:nbo_charge:R:1
C -1.6017 -1.2076 0.2771 -0.2640
C -1.9995 0.1927 0.0212 -0.2644
C 2.0331 0.8830 -0.3892 -0.4590
N -1.5963 -0.6715 -1.0625 -0.5921
N 1.9474 -1.3229 0.2865 -0.4016
N 1.8917 -0.5229 -0.6131 -0.1001
H -0.6199 -1.4216 0.6764 0.2041
H -2.3674 -1.9191 0.5671 0.1867
H -3.0414 0.4731 0.1252 0.1885
H -1.3029 0.9894 0.2509 0.1837
H 1.1130 1.3546 -0.7362 0.2126
H 2.2239 1.1353 0.6684 0.1902
H 2.8462 1.2390 -1.0229 0.2104
H -2.3688 -0.9859 -1.6397 0.3526
H 2.1025 -0.9354 1.2561 0.3525
```

- DFT total energy: -283.759688 a.u.
- Frontier orbital gap (alpha / beta): 7.462 / 8.163 eV
- Energy above the lowest of the compared OMol25 structures with the same formula, charge and spin: 0.0 kJ/mol
- Spin multiplicity: 3
- E_LUMO (alpha / beta): 1.16 / -1.20 eV
- Max |F|: 3.6 eV/Å



[3]
ORCA calculation (the ωB97M-V functional and the def2-TZVPD basis) on a structure of composition C12H14CaFIN2 at a distorted geometry.

Structure (XYZ):
```
31
Properties=species:S:1:pos:R:3:nbo_charge:R:1
C -0.6576 2.7987 5.0768 -0.6126
C -1.7857 3.6137 4.4373 -0.6029
H -1.0363 1.8629 5.5022 0.1978
H -0.1724 3.3583 5.8840 0.1987
H 0.1123 2.5418 4.3410 0.2278
H -2.1584 3.1297 3.5279 0.1905
H -2.6317 3.7270 5.1241 0.1968
H -1.4435 4.6175 4.1632 0.2005
C 1.9631 -2.2268 0.3586 0.0792
C 2.2491 -3.5252 -0.0474 -0.2355
C 1.7169 -3.9862 -1.2505 -0.1414
C 0.9188 -3.1325 -2.0029 -0.2178
H 2.3448 -1.8031 1.2847 0.2527
H 2.8771 -4.1564 0.5725 0.2352
H 1.9190 -4.9942 -1.5991 0.2282
H 0.4956 -3.4722 -2.9413 0.2186
N 1.1926 -1.3990 -0.3654 -0.5418
C 0.6684 -1.8366 -1.5394 0.1574
C -0.1624 -0.8624 -2.2643 0.1960
N -0.3080 0.3603 -1.6726 -0.5658
C -1.0580 1.2926 -2.2910 0.0693
C -1.5498 -0.1767 -4.1181 -0.1335
C -1.6912 1.0676 -3.5046 -0.2399
H -1.1385 2.2433 -1.7764 0.2070
H -2.2823 1.8583 -3.9540 0.2352
C -0.7781 -1.1440 -3.4873 -0.2151
H -0.6520 -2.1192 -3.9432 0.2239
H -2.0299 -0.3896 -5.0678 0.2320
Ca 0.6682 0.6158 0.1316 1.7310
I 1.9418 0.7887 2.3708 -0.8522
F 2.4682 1.3480 -0.9495 -0.9195
```

- DFT total energy: -1650.426487 a.u.
- Frontier orbital gap: 6.432 eV
- Energy above the lowest of the compared OMol25 structures with the same formula, charge and spin: 159.5 kJ/mol
- E_LUMO: -1.25 eV
- Max |F|: 5.1 eV/Å



[4]
ORCA calculation (the ωB97M-V functional and the def2-TZVPD basis) on a structure of composition S2 at a distorted geometry.

Structure (XYZ):
```
2
Properties=species:S:1:pos:R:3:nbo_charge:R:1
S 0.8252 -0.2413 1.1104 0.0000
S -0.8252 0.2413 -1.1104 0.0000
```

- DFT total energy: -796.154528 a.u.
- Frontier orbital gap: 5.396 eV
- Energy above the lowest of the compared OMol25 structures with the same formula, charge and spin: 437.0 kJ/mol
- E_LUMO: -4.57 eV
- Max |F|: 5.0 eV/Å